The following is a quantum chemistry calculation of a structure of composition C3CoLi2O3 in a non-equilibrium geometry, from OMol25.

The total charge is +2. For the HOMO-LUMO gap (alpha / beta), the calculation gives 6.51 / 6.67 eV. The max |F| is 0.1051 Eh/bohr. As for the multiplicity: 6. The calculation puts the electronic energy at -47268.335 eV.

Each line ends with the Löwdin charge.
Positions of all 9 atoms, in Å:
O1 2.415 -0.080 0.802  0.079
C1 1.342 -0.635 0.756  -0.505
O2 0.902 -1.731 0.460  -0.018
Co1 -1.105 -2.005 0.042  1.082
Li1 1.969 1.948 0.579  0.855
C2 0.078 0.816 0.545  0.106
C3 -0.878 0.814 -0.251  -0.272
O3 -1.892 0.230 -0.721  -0.194
Li2 -2.831 0.642 -2.213  0.866